# C6H10N4O2

The ion C6H10N4O2 with charge +2 in a non-equilibrium geometry (ωB97M-V/def2-TZVPD, the Open Molecules 2025 dataset).

Summary:
* F_max: 0.103 Eh/bohr
* total charge: +2
* E: -603.4171 Eh

Last column: Mulliken charge in e.
Element x y z (Å)
O1 -2.1899 -1.1099 0.9923  -0.574
O2 1.0788 1.4587 -0.2203  -0.528
N1 1.2718 -0.4158 -1.5802  -0.214
N2 -1.4394 0.9040 1.7105  -0.210
N3 -0.5516 -1.6283 -0.9451  -0.060
N4 0.5995 1.8003 2.5107  -0.196
C1 -1.3410 -0.2417 0.8827  0.376
C2 0.9099 -0.7845 -2.8867  -0.635
C3 -0.6526 1.5440 2.5403  0.180
C4 -0.4230 -0.3739 -0.2071  -0.220
C5 0.7931 -1.6713 -1.7185  -0.079
C6 0.6219 0.3597 -0.6579  0.642
H1 -1.0530 2.0314 3.4160  0.390
H2 1.4026 -2.5664 -1.5722  0.353
H3 -2.4864 0.6328 2.0347  0.380
H4 1.2978 1.4450 1.8422  0.230
H5 -0.8037 -2.3616 -0.2212  0.455
H6 -0.0179 -0.4288 -3.4295  0.273
H7 1.9121 1.7551 -0.7645  0.431
H8 1.6076 -1.1007 -3.5901  0.322
H9 0.9000 2.3395 3.3676  0.292
H10 -1.4368 -1.5876 -1.5040  0.392

***

# C6H10N4O2S

The molecule C6H10N4O2S in a non-equilibrium geometry (ωB97M-V/def2-TZVPD, the Open Molecules 2025 dataset).

Summary:
* F_max: 0.065 Eh/bohr
* E: -1002.1937 Eh

Last column: Mulliken charge in e.
Element x y z (Å)
S1 1.7940 1.5835 1.1964  1.187
O1 2.2334 2.9337 1.1437  -0.601
O2 2.6265 0.6008 1.8488  -0.558
N1 1.7956 1.2005 -0.5120  0.388
N2 -0.0739 1.4704 1.6605  -0.460
N3 0.7667 -1.1674 -2.9045  -0.562
N4 1.4387 -0.0792 -0.8283  -0.747
C1 -0.9055 -0.9555 1.2847  -0.220
C2 1.3998 1.2492 -2.7069  -0.812
C3 1.6325 2.0211 -1.5809  -0.095
C4 -1.8304 -0.3728 2.2357  -0.598
C5 1.1864 -0.0646 -2.1023  0.464
C6 -0.3658 0.1461 2.1192  -0.136
H1 0.5759 -2.0530 -2.4706  0.247
H2 -0.0149 -0.9689 -3.4229  0.227
H3 0.4116 -0.0549 2.9626  0.291
H4 -1.9899 -0.8512 3.1823  0.209
H5 1.8329 3.0670 -1.4250  0.445
H6 1.2714 1.7790 -3.6363  0.359
H7 -1.2351 -0.7826 0.2279  0.133
H8 -0.5973 1.7979 0.8565  0.329
H9 -2.7062 0.1140 1.9230  0.281
H10 -0.6034 -2.0218 1.3486  0.228

***

# C6H10N4OS

The molecule C6H10N4OS in a non-equilibrium geometry (ωB97M-V/def2-TZVPD, the Open Molecules 2025 dataset).

Summary:
* F_max: 0.093 Eh/bohr
* E: -926.9865 Eh

Last column: Mulliken charge in e.
Element x y z (Å)
S1 3.0074 -1.7287 -3.6608  -0.200
O1 1.1377 0.1835 -0.8100  -0.440
N1 0.3423 -1.6754 -1.9122  -0.282
N2 -0.8132 1.1108 1.9648  -1.115
N3 2.4263 -0.8010 -2.5029  -0.363
N4 0.2664 1.0325 1.2135  0.878
C1 -1.8134 0.4159 1.3423  0.531
C2 -0.0577 0.3859 0.0671  0.474
C3 1.5300 1.5850 1.5552  -0.804
C4 1.3632 -0.7817 -1.8333  0.681
C5 -1.3468 -0.0376 0.0951  -0.604
C6 -3.1707 0.2472 1.8940  -1.398
H1 -3.7367 -0.2901 1.2253  0.358
H2 -1.7960 -0.6549 -0.7294  0.305
H3 -3.4817 1.1466 2.2115  0.389
H4 1.7688 1.0103 2.4633  0.311
H5 1.3245 2.6170 1.8436  0.291
H6 -0.4388 -1.5621 -1.3102  0.078
H7 0.4262 -2.3874 -2.5999  0.152
H8 -3.0425 -0.4521 2.7336  0.308
H9 2.1275 1.5315 0.6512  0.327
H10 3.9772 -0.8951 -3.9020  0.121

***

Listing relative energy (zero: lowest compared OMol25 entry of this formula, charge and spin) for the structures above in their given order: 13.7 20.4 68.9 kcal/mol.
Listing HOMO level for the structures above in their given order: -17.6 -9.0 -7.9 eV.
Listing lowest unoccupied orbital energy for the structures above in their given order: -8.09 0.54 0.79 eV.